C5H13N3O2 | ωB97M-V with the def2-TZVPD basis set

Each line ends with the Mulliken charge.
Element x y z (Å)
C1 0.701 2.398 0.578  -0.62
C2 1.507 -0.590 -0.628  -0.23
O1 0.495 1.062 1.014  -0.36
N1 1.854 -0.200 -1.817  -0.74
H1 1.037 -0.068 -2.419  0.32
H2 2.300 -0.766 0.120  0.37
H3 1.112 2.411 -0.436  0.26
H4 1.424 2.873 1.247  0.28
H5 -0.228 2.975 0.615  0.27
C3 -1.660 0.055 1.427  -1.61
C4 0.061 -1.013 -0.222  0.38
C5 -0.611 0.311 0.351  0.86
N2 -0.601 -1.570 -1.387  -0.53
N3 0.148 -2.136 0.690  -0.69
O2 -1.234 1.058 -0.687  -0.60
H6 -0.638 0.998 -1.455  0.39
H7 0.678 -1.885 1.520  0.28
H8 0.613 -2.915 0.235  0.28
H9 -1.223 -0.948 -1.890  0.27
H10 0.060 -2.070 -1.975  0.31
H11 -2.150 0.994 1.709  0.43
H12 -2.439 -0.626 1.071  0.36
H13 -1.207 -0.348 2.339  0.30

E_tot: -13959.8123 eV
energy above the lowest of the compared OMol25 structures with the same formula, charge and spin: 51.2 kcal/mol
spin multiplicity: 1
SMILES string: [H]/N=C\C(N)(N)[C@](C)(O)OC
highest occupied orbital energy: -9.287 eV
net charge: 0

C5H13N3O4S | ωB97M-V with the def2-TZVPD basis set

Each line ends with the Mulliken charge.
Element x y z (Å)
C1 -3.374 -0.584 -1.424  -1.29
C2 -2.864 0.759 -0.730  -0.63
C3 -2.096 0.365 0.647  -0.54
C4 -0.813 -0.301 0.443  -0.49
C5 0.045 -0.070 1.713  -0.72
N1 4.621 0.335 -1.085  -0.43
N2 1.446 -0.205 1.457  -0.62
N3 1.748 -1.156 0.741  1.26
O1 3.029 -0.950 0.201  -0.36
O2 1.144 -2.108 0.290  -0.66
O3 4.035 1.230 1.195  -0.57
O4 2.440 1.425 -0.621  -0.59
S1 3.488 0.645 0.024  1.24
H1 -3.898 -0.440 -2.296  0.40
H2 -2.472 -0.999 -1.605  0.36
H3 -3.987 -1.263 -0.867  0.36
H4 -3.778 1.276 -0.427  0.35
H5 -2.271 1.240 -1.489  0.35
H6 -2.806 -0.301 1.127  0.28
H7 -2.144 1.455 1.072  0.25
H8 -0.408 -0.003 -0.547  0.40
H9 -0.907 -1.376 0.451  0.39
H10 -0.269 -0.778 2.418  0.33
H11 -0.044 0.991 1.937  0.43
H12 5.517 0.038 -0.664  0.25
H13 4.615 0.775 -1.963  0.25

E_tot: -28885.3433 eV
energy above the lowest of the compared OMol25 structures with the same formula, charge and spin: 92.8 kcal/mol
spin multiplicity: 1
SMILES string: CCCCC/N=[N+](\[O-])OS(N)(=O)=O
highest occupied orbital energy: -10.145 eV
net charge: 0

C5H13N4 | ωB97M-V with the def2-TZVPD basis set

Each line ends with the Mulliken charge.
Element x y z (Å)
C1 -0.502 -1.626 -0.194  0.00
C2 -0.536 0.769 -0.353  -0.44
C3 1.374 -0.074 -0.115  0.71
C4 2.011 0.445 1.070  -1.59
C5 -2.670 -0.481 -0.358  -0.97
N1 -1.175 -0.513 -0.314  0.08
N2 0.800 -1.478 -0.077  -0.23
N3 -0.756 1.713 0.727  -0.46
N4 2.206 0.106 -1.191  -0.54
H1 -0.984 -2.570 -0.173  0.47
H2 -0.515 1.233 -1.406  0.36
H3 1.352 0.163 1.995  0.28
H4 1.903 1.537 1.086  0.43
H5 2.979 0.018 1.203  0.48
H6 -3.022 -0.875 -1.304  0.37
H7 -3.055 -1.180 0.398  0.34
H8 -3.043 0.477 -0.300  0.36
H9 1.496 -2.248 0.296  0.34
H10 -0.854 1.253 1.617  0.24
H11 -1.468 2.454 0.549  0.28
H12 1.746 -0.085 -2.031  0.22
H13 2.714 0.962 -1.124  0.26

E_tot: -11348.3220 eV
energy above the lowest of the compared OMol25 structures with the same formula, charge and spin: 41.3 kcal/mol
spin multiplicity: 1
highest occupied orbital energy: -12.051 eV
net charge: +1

C5H13N4 | ωB97M-V with the def2-TZVPD basis set

Each line ends with the Mulliken charge.
Element x y z (Å)
C1 0.631 1.343 0.943  -0.36
C2 0.884 1.800 -0.509  -0.66
C3 0.065 1.065 -1.435  0.73
C4 -1.389 1.337 -1.608  -1.21
C5 0.598 -2.492 1.693  -0.74
N1 0.003 0.389 1.435  -0.39
N2 -0.582 -0.561 0.748  -0.29
N3 0.593 0.177 -2.230  -0.37
N4 -0.688 -1.742 1.522  -0.29
H1 1.034 1.991 1.670  0.43
H2 0.478 2.797 -0.568  0.30
H3 1.916 1.830 -0.794  0.46
H4 -1.911 1.348 -0.668  0.34
H5 -1.865 0.577 -2.243  0.35
H6 -1.608 2.335 -1.987  0.38
H7 1.296 -1.660 2.063  0.26
H8 0.488 -3.219 2.393  0.40
H9 0.876 -2.801 0.719  0.29
H10 1.615 -0.025 -2.417  0.29
H11 0.022 -0.694 -2.312  0.29
H12 -1.514 -2.399 1.106  0.38
H13 -0.942 -1.395 2.481  0.41

E_tot: -11345.8944 eV
energy above the lowest of the compared OMol25 structures with the same formula, charge and spin: 97.3 kcal/mol
spin multiplicity: 1
highest occupied orbital energy: -11.080 eV
net charge: +1

C5H13N4O | ωB97M-V with the def2-TZVPD basis set

Each line ends with the Mulliken charge.
Element x y z (Å)
C1 1.135 0.499 -0.160  0.49
C2 0.553 0.140 1.022  -0.72
C3 1.164 -1.815 0.166  -0.21
C4 -2.336 1.677 -0.130  -1.26
C5 -1.602 0.411 -0.595  0.05
N1 0.267 -1.227 1.064  0.02
N2 1.377 -0.763 -0.787  -0.25
N3 1.517 1.703 -0.599  -0.45
N4 -1.900 -0.783 -0.197  -0.13
O1 2.395 -2.309 0.717  -0.52
H1 0.099 0.883 1.737  0.36
H2 0.642 -2.741 -0.404  0.24
H3 -2.760 1.625 0.792  0.47
H4 -3.136 1.827 -0.913  0.35
H5 -1.744 2.695 -0.143  0.28
H6 -1.153 0.623 -1.529  0.38
H7 0.205 -1.852 1.934  0.29
H8 2.247 -0.853 -1.371  0.29
H9 1.676 2.394 0.015  0.21
H10 2.091 1.705 -1.433  0.22
H11 -1.448 -1.495 -0.715  0.27
H12 -2.290 -0.704 0.721  0.32
H13 3.000 -1.641 0.808  0.31

E_tot: -13395.1064 eV
energy above the lowest of the compared OMol25 structures with the same formula, charge and spin: 55.7 kcal/mol
spin multiplicity: 1
highest occupied orbital energy: -11.224 eV
net charge: +1

C5H13N6 | ωB97M-V with the def2-TZVPD basis set

Each line ends with the Mulliken charge.
Element x y z (Å)
C1 -0.186 -0.544 1.178  0.21
C2 1.110 -1.019 1.046  -0.97
C3 2.815 -0.163 -0.403  0.37
C4 -3.145 1.513 -0.112  -1.51
C5 -2.350 0.286 0.355  0.29
N1 3.962 0.091 -0.098  0.11
N2 -0.856 0.300 0.341  -0.27
N3 1.698 -0.757 -0.219  0.19
N4 4.873 1.013 0.051  -0.43
N5 0.828 -1.053 -1.300  -0.52
N6 -2.901 -0.842 -0.331  -0.45
H1 -0.756 -0.899 1.998  0.31
H2 1.681 -1.500 1.705  0.56
H3 -4.111 1.168 0.129  0.46
H4 -3.059 1.617 -1.215  0.37
H5 -2.752 2.406 0.359  0.37
H6 -2.527 0.121 1.400  0.16
H7 5.757 0.515 0.294  0.29
H8 4.783 2.031 0.205  0.27
H9 1.335 -1.436 -2.060  0.28
H10 -0.082 -1.543 -1.169  0.13
H11 -0.360 0.601 -0.482  0.37
H12 -2.221 -1.426 -0.633  0.17
H13 -3.536 -0.482 -1.039  0.25

E_tot: -14324.8918 eV
energy above the lowest of the compared OMol25 structures with the same formula, charge and spin: 135.2 kcal/mol
spin multiplicity: 1
SMILES string: C[C@@H](N)N/C=C\[N+](N)=C=NN
highest occupied orbital energy: -11.939 eV
net charge: +1

C5H13N6 | ωB97M-V with the def2-TZVPD basis set

Each line ends with the Mulliken charge.
Element x y z (Å)
C1 -1.514 1.347 -0.275  0.01
C2 -1.499 -1.025 -0.242  0.65
C3 0.904 -0.192 -0.047  0.96
C4 2.118 -1.056 -0.127  -1.97
C5 0.836 0.450 1.324  -1.58
N1 -1.973 2.351 0.305  -0.47
N2 -2.057 0.102 0.070  -0.17
N3 0.898 0.732 -1.109  -0.24
N4 -0.189 -1.261 -0.362  -0.19
N5 -2.351 -2.048 -0.390  -0.42
N6 1.584 1.782 -0.849  -0.28
H1 2.262 -1.672 0.720  0.47
H2 2.954 -0.363 -0.221  0.43
H3 2.180 -1.620 -1.109  0.49
H4 1.828 0.900 1.321  0.69
H5 0.490 -0.367 1.923  0.46
H6 0.012 1.147 1.376  0.31
H7 -1.580 3.192 0.076  0.28
H8 -3.019 0.161 0.413  0.34
H9 0.193 -2.167 -0.500  0.31
H10 -3.289 -1.968 -0.674  0.22
H11 -1.951 -3.009 -0.303  0.22
H12 1.911 2.039 0.105  0.20
H13 1.255 2.545 -1.423  0.30

E_tot: -14326.0828 eV
energy above the lowest of the compared OMol25 structures with the same formula, charge and spin: 107.8 kcal/mol
spin multiplicity: 1
highest occupied orbital energy (spin up / spin down): -12.414 / -11.245 eV
net charge: +1

C5H13NO | ωB97M-V with the def2-TZVPD basis set

Each line ends with the Mulliken spin population.
Element x y z (Å)
C1 -0.112 1.482 0.021  -0.03
C2 -0.776 0.492 -0.955  1.58
C3 -0.245 -0.814 -0.915  -1.40
C4 0.571 -1.255 -1.873  0.04
C5 -0.832 -1.798 0.081  2.43
N1 -0.707 1.305 1.403  0.54
H1 1.032 1.405 0.134  0.01
H2 -0.219 2.476 -0.451  -0.25
H3 -1.818 0.426 -0.854  -0.36
H4 -0.815 0.896 -1.973  0.02
H5 1.274 -2.110 -1.620  -0.04
H6 0.839 -0.694 -2.778  0.03
H7 -1.431 -2.475 -0.613  -0.77
H8 -1.489 -1.298 0.690  0.00
H9 -0.151 -2.202 0.722  -0.30
H10 -1.645 0.843 1.311  -0.19
H11 -0.268 0.670 1.967  -0.39
H12 2.683 1.570 1.941  -0.09
H13 1.564 0.448 1.753  0.04
O1 2.545 0.634 2.012  0.11

E_tot: -8929.9623 eV
energy above the lowest of the compared OMol25 structures with the same formula, charge and spin: 64.5 kcal/mol
spin multiplicity: 2
highest occupied orbital energy (spin up / spin down): 1.028 / -5.057 eV
⟨S²⟩: 0.751
net charge: -1

C5H13NO | ωB97M-V with the def2-TZVPD basis set

Each line ends with the Mulliken charge.
Element x y z (Å)
C1 -1.714 0.880 1.431  -1.16
C2 -1.417 -0.522 0.946  -0.08
C3 -1.462 -0.634 -0.578  -0.81
C4 -0.143 -0.827 -1.267  -0.41
C5 1.111 -0.760 -0.836  0.02
N1 2.229 -0.916 -1.837  -0.59
H1 -2.151 0.953 2.385  0.41
H2 -2.522 1.542 0.839  0.27
H3 -0.870 1.452 1.594  0.26
H4 -0.441 -0.739 1.361  0.13
H5 -2.253 -1.196 1.594  0.27
H6 -2.060 -1.474 -0.873  0.29
H7 -1.623 0.220 -1.077  0.42
H8 -0.333 -1.028 -2.328  0.19
H9 1.433 -0.699 0.176  0.36
H10 1.846 -1.112 -2.844  0.25
H11 2.814 -0.071 -1.882  0.20
H12 3.130 1.172 1.396  0.32
H13 2.249 2.243 0.478  0.34
O1 2.178 1.516 1.322  -0.67

E_tot: -8930.5227 eV
energy above the lowest of the compared OMol25 structures with the same formula, charge and spin: 80.4 kcal/mol
spin multiplicity: 1
SMILES string: CCC/C=C/N.O
highest occupied orbital energy: -8.265 eV
net charge: 0

C5H13NO | ωB97M-V with the def2-TZVPD basis set

Each line ends with the Mulliken charge.
Element x y z (Å)
C1 -0.585 0.820 -0.585  0.37
C2 -1.316 0.966 -1.918  -1.30
C3 0.904 1.021 -0.501  0.41
O1 1.529 0.798 0.519  -0.62
N1 1.520 1.557 -1.591  -0.38
H1 -1.022 1.485 0.166  0.25
H2 -0.781 -0.116 -0.063  -0.16
H3 -1.394 -0.009 -2.405  0.32
H4 2.519 1.653 -1.545  0.25
H5 1.100 1.462 -2.499  0.16
H6 -0.864 1.646 -2.631  0.38
H7 -2.313 1.362 -1.735  0.33
C4 -0.998 -1.918 2.629  -0.87
C5 -0.556 -2.674 1.364  -0.65
H8 -0.854 -2.520 3.530  0.35
H9 -0.339 -1.084 2.799  0.25
H10 -2.039 -1.592 2.644  0.27
H11 -0.130 -1.957 0.678  0.08
H12 0.069 -3.527 1.618  0.31
H13 -1.419 -3.056 0.806  0.26

E_tot: -8933.6731 eV
energy above the lowest of the compared OMol25 structures with the same formula, charge and spin: 7.8 kcal/mol
spin multiplicity: 1
SMILES string: CCC(N)=O.CC
highest occupied orbital energy: -9.733 eV
net charge: 0

C5H13NO | ωB97M-V with the def2-TZVPD basis set

Each line ends with the Mulliken charge.
Element x y z (Å)
C1 0.256 1.535 1.692  -0.51
O1 -0.112 1.802 3.070  -0.52
C2 -0.957 1.064 0.936  -0.51
C3 -0.641 0.705 -0.512  -0.74
C4 0.320 -0.436 -0.769  -0.37
C5 0.773 -2.626 -1.655  -0.82
N1 -0.146 -1.446 -1.677  -0.42
H1 0.628 2.473 1.195  0.32
H2 1.167 0.955 1.738  0.32
H3 -0.017 2.763 3.121  0.33
H4 -1.650 1.898 0.851  0.23
H5 -1.373 0.216 1.466  0.32
H6 -1.475 0.600 -1.199  0.47
H7 -0.249 1.678 -0.998  0.28
H8 1.277 0.033 -1.137  0.19
H9 0.531 -0.844 0.276  0.29
H10 0.646 -3.145 -0.679  0.27
H11 0.361 -3.289 -2.424  0.32
H12 1.753 -2.173 -1.747  0.30
H13 -1.093 -1.762 -1.550  0.24

E_tot: -8932.0809 eV
energy above the lowest of the compared OMol25 structures with the same formula, charge and spin: 44.5 kcal/mol
spin multiplicity: 1
SMILES string: CNCCCCO
highest occupied orbital energy: -8.687 eV
net charge: 0

Look up the energy above the lowest of the compared OMol25 structures with the same formula, charge and spin of the seventh one.
107.8 kcal/mol

Look up the energy above the lowest of the compared OMol25 structures with the same formula, charge and spin of the fifth one.
55.7 kcal/mol